# 1
This record from OMol25 describes a molecular structure, C31H58F6HgO19S7. The level of theory is ωB97M-V/def2-TZVPD.

The total charge is -1. Its LUMO energy (spin up / spin down) is 1.87 / 1.87 eV. Its multiplicity is 2. Its total energy is -168314.575 eV. The expectation value of S² is 0.752. As for the frontier orbital gap (spin up / spin down): 5.71 / 9.10 eV.

XYZ file:
```
122
Properties=species:S:1:pos:R:3:forces:R:3:mulliken_charge:R:1
Hg -2.373 -2.319 2.630 -1.5 -1.4 0.7 0.80
C 0.876 0.249 -0.391 -2.3 -2.6 -0.5 -0.28
F 1.975 -0.435 0.034 -0.4 1.6 0.4 -0.21
F 0.506 1.337 0.296 1.4 -0.2 -0.1 0.28
F 1.097 0.564 -1.684 -0.1 0.3 1.0 0.03
S -0.629 -1.012 -0.221 -1.4 -0.8 -1.4 0.19
O -0.244 -2.188 -1.034 -0.2 1.9 0.9 -0.20
O -0.754 -1.345 1.206 1.2 1.2 -1.1 0.58
O -1.783 -0.228 -0.740 1.9 -0.8 0.6 -0.57
C -0.034 1.552 4.212 -0.3 -1.4 2.0 0.44
F 0.961 0.969 3.531 -0.3 0.6 -0.2 -0.04
F 0.497 2.311 5.194 0.0 -0.6 -0.3 -0.26
F -0.734 2.379 3.463 -0.3 0.2 -1.0 -0.20
S -1.146 0.125 4.976 0.5 0.0 4.2 0.84
O -2.262 0.837 5.705 2.9 -1.2 -1.6 -0.65
O -1.634 -0.666 3.882 0.3 1.3 -0.7 -0.66
O -0.153 -0.689 5.785 -2.1 2.5 -1.5 -0.67
C 0.159 -6.018 -4.942 -0.8 0.7 0.3 -1.19
C -0.386 -5.247 -3.732 0.2 -0.1 0.3 0.80
O -0.943 -4.180 -3.852 -0.1 -0.3 -0.3 -0.52
C -0.057 -5.792 -2.345 -0.4 0.3 0.1 -0.74
H -0.243 -5.618 -5.873 0.1 0.3 0.1 0.29
H -0.113 -7.074 -4.928 0.5 -0.1 0.3 0.39
H 1.224 -5.798 -4.877 0.2 -0.6 -0.3 0.26
H -0.794 -6.506 -1.978 -0.2 -0.3 -0.4 0.37
H -0.171 -4.972 -1.637 0.4 0.2 -0.1 -0.02
H 0.921 -6.271 -2.283 0.0 0.1 -0.1 0.34
C 1.320 2.774 -3.776 1.1 0.3 0.3 -0.22
C 0.894 3.430 -5.036 -1.4 0.0 1.2 0.58
O 0.480 2.750 -5.930 -0.1 -0.1 -1.5 -0.58
C 0.837 4.953 -5.099 0.6 -0.4 0.0 -0.80
H 2.401 2.909 -3.816 0.4 -0.1 0.5 0.32
H 1.139 1.701 -3.723 -0.3 0.3 -0.2 0.22
H 0.987 3.319 -2.893 -0.1 -0.2 0.1 -0.22
H 0.945 5.465 -4.143 -0.3 -0.3 0.1 0.05
H -0.101 5.203 -5.595 0.3 0.3 -0.1 0.31
H 1.731 5.253 -5.647 -0.2 0.3 -0.5 0.31
C 3.116 -3.079 -5.106 0.5 -0.3 0.3 -1.21
C 3.050 -2.798 -3.631 0.0 -0.4 1.8 0.76
O 3.815 -3.374 -2.847 -1.0 0.8 -1.4 -0.63
C 2.009 -1.820 -3.104 0.7 -0.1 0.3 0.02
H 3.917 -3.815 -5.172 -0.2 -0.1 -0.5 0.33
H 3.378 -2.196 -5.690 -0.1 0.1 0.1 0.36
H 2.159 -3.455 -5.468 0.0 0.0 0.0 0.24
H 2.075 -0.897 -3.679 -0.1 0.1 0.0 0.23
H 2.224 -1.623 -2.053 0.2 0.0 -0.2 -0.28
H 0.973 -2.160 -3.083 0.0 -0.3 -0.5 0.12
C -3.501 3.229 1.807 -0.4 0.4 -0.7 -0.48
C -4.033 2.770 3.145 0.1 0.7 1.1 -0.47
C -5.000 1.609 3.004 0.8 -0.4 -0.2 -0.88
S -4.444 0.707 1.500 2.1 0.7 2.1 0.76
O -5.558 0.663 0.621 -1.2 -0.3 -1.4 -0.79
O -3.711 -0.508 1.845 -1.5 1.5 -0.7 -0.12
C -3.204 1.984 1.000 -0.2 -1.1 -0.3 -0.34
H -2.627 3.877 1.878 0.2 -0.2 0.3 0.07
H -4.264 3.885 1.386 -0.2 -0.2 -0.6 0.48
H -4.594 3.581 3.609 0.1 0.2 0.1 0.47
H -3.219 2.539 3.832 0.0 -0.3 0.0 -0.05
H -6.022 1.960 2.860 0.0 -0.3 -0.1 0.37
H -4.876 0.963 3.873 -0.3 -0.2 -0.2 0.40
H -3.240 1.960 -0.090 -0.1 0.5 0.0 0.73
H -2.240 1.545 1.258 0.0 -0.1 0.2 -0.20
C 5.062 0.528 2.932 0.8 -0.3 -0.2 0.06
C 5.143 0.668 1.400 0.5 -0.5 -0.2 -0.81
C 4.398 1.915 1.064 -0.5 1.5 0.0 -0.19
S 4.833 3.197 2.344 0.8 -0.6 -0.7 1.00
O 3.645 3.786 2.919 0.2 -0.5 0.1 -0.56
O 5.836 4.118 1.801 -0.6 -1.3 0.7 -0.69
C 5.558 1.865 3.518 -1.3 0.7 0.0 -0.91
H 5.700 -0.280 3.290 0.3 0.0 -0.1 0.55
H 4.075 0.222 3.275 -0.2 0.6 -0.1 -0.38
H 4.760 -0.139 0.775 -0.5 -0.3 0.5 0.20
H 6.187 0.659 1.085 0.2 0.6 0.2 0.37
H 3.324 1.745 1.146 -0.1 0.1 0.2 -0.16
H 4.547 2.382 0.090 0.3 -0.1 0.1 0.62
H 5.096 2.057 4.487 -0.1 0.2 -0.1 0.44
H 6.634 1.967 3.657 0.0 0.0 -0.6 0.38
C 2.101 -2.075 3.659 -0.6 0.5 0.1 -0.04
C 2.848 -2.609 2.418 -1.7 0.5 -0.3 0.17
C 1.998 -3.787 1.868 1.1 -0.6 0.2 -0.50
S 0.790 -4.251 3.121 0.0 -0.2 -0.4 0.85
O 0.868 -5.693 3.376 -0.4 1.5 -0.1 -0.75
O -0.495 -3.617 2.749 2.5 -1.9 0.8 -0.46
C 1.553 -3.258 4.421 0.4 -1.3 0.7 -1.06
H 1.200 -1.519 3.400 0.3 0.5 -0.4 -0.48
H 2.774 -1.421 4.214 -0.3 -0.1 0.4 0.73
H 3.871 -2.874 2.684 -0.1 -0.3 -0.1 0.56
H 2.857 -1.827 1.658 0.3 0.0 0.1 -0.54
H 2.685 -4.631 1.800 -0.4 -0.3 -0.2 0.44
H 1.465 -3.677 0.923 0.1 0.4 0.1 0.11
H 2.361 -3.811 4.901 0.2 -0.6 -0.4 0.40
H 0.819 -3.233 5.226 -0.3 1.1 -0.3 0.47
C -5.441 -2.741 -2.579 0.3 0.5 -0.3 -0.84
C -6.425 -2.495 -1.405 0.7 0.3 0.1 -0.37
C -5.875 -3.291 -0.223 0.2 -0.7 0.2 -0.76
S -4.032 -3.641 -0.561 -0.7 0.6 0.0 0.68
O -3.901 -5.053 -0.941 0.0 1.5 0.5 -0.68
O -3.205 -3.046 0.502 -1.1 -1.3 -2.0 -0.28
C -4.002 -2.590 -2.072 -0.3 -0.5 0.4 -0.04
H -5.563 -2.057 -3.419 -0.3 0.2 0.1 0.41
H -5.543 -3.732 -3.022 -0.2 -0.2 0.3 0.32
H -7.461 -2.735 -1.641 0.1 -0.4 -0.1 0.36
H -6.467 -1.460 -1.066 0.4 0.3 -0.5 0.12
H -6.421 -4.232 -0.148 0.5 -0.3 0.0 0.39
H -5.981 -2.803 0.745 0.4 0.2 -0.1 0.32
H -3.238 -2.951 -2.761 0.0 -0.3 0.1 0.21
H -3.741 -1.561 -1.823 -0.1 -0.1 0.5 0.05
C -0.579 5.885 -1.239 0.0 -0.7 -0.9 -0.97
C -0.815 4.634 -0.402 -0.2 -0.7 0.1 0.27
C 0.074 4.809 0.833 1.1 0.0 0.1 -0.67
S 1.703 5.279 0.108 -0.1 3.0 -1.2 1.20
O 2.423 4.147 -0.441 -0.3 0.0 0.8 -0.52
O 2.388 6.348 0.858 -0.9 -2.0 -0.5 -0.79
C 0.911 6.138 -1.367 0.5 0.6 1.7 -0.81
H -1.047 6.723 -0.723 0.0 0.1 -0.1 0.39
H -1.006 5.826 -2.240 -0.3 -0.2 0.1 0.38
H -0.582 3.706 -0.924 0.5 0.0 -0.2 -0.02
H -1.883 4.503 -0.229 0.0 0.3 0.6 0.22
H 0.354 3.991 1.497 -0.6 -0.4 -0.2 0.09
H -0.210 5.658 1.454 0.0 0.1 -0.1 0.49
H 1.523 5.853 -2.223 -0.6 -0.2 -0.1 0.22
H 0.971 7.210 -1.183 1.0 -0.1 -0.1 0.50
```
Forces are in eV/Å.



# 2
This record from OMol25 describes 5 unconnected molecules or ions with the total composition C31H58FNO13P. The level of theory is ωB97M-V/def2-TZVPD.

The total charge is -1. Its LUMO energy is 2.06 eV. Its multiplicity is 1. Its total energy is -73200.599 eV. As for the frontier orbital gap: 6.17 eV.

XYZ file:
```
105
Properties=species:S:1:pos:R:3:forces:R:3:mulliken_charge:R:1
C -4.516 3.614 -2.553 0.1 -0.2 0.2 -0.97
C -3.224 3.386 -1.790 0.1 0.1 0.0 1.24
O -2.166 4.074 -2.419 0.0 0.3 -0.1 -0.41
C -0.893 3.793 -1.838 0.0 -0.1 0.0 -0.24
P -0.068 2.253 -2.690 0.0 0.3 -0.3 1.39
N 0.501 3.296 -4.054 0.0 -0.1 0.2 -0.99
C 0.576 0.707 -3.591 0.1 0.2 0.0 -0.07
C 0.223 0.690 -5.076 0.1 -0.3 0.0 -1.24
O -0.467 1.253 -1.263 -0.2 -0.2 0.0 -0.83
C 0.194 1.623 -0.109 -0.1 0.2 0.3 1.55
C 0.142 0.489 0.908 0.1 -0.1 0.1 -1.60
O -0.867 0.674 1.906 0.1 -0.1 -0.1 -0.36
O -0.256 1.533 2.887 -0.2 0.2 0.2 -0.40
C 1.597 2.205 -0.498 -0.1 0.1 -0.3 2.83
C 1.934 3.497 0.298 -0.1 0.0 -0.1 -1.34
C 2.938 3.469 1.417 0.1 0.0 0.1 -0.66
F 2.551 2.650 2.491 0.0 0.1 -0.1 -0.31
C 2.761 1.215 -0.372 -0.1 -0.1 -0.1 -2.28
C 2.584 -0.133 -1.079 0.0 0.1 0.3 -0.74
C 3.106 -1.320 -0.269 0.0 -0.1 -0.3 1.18
C 4.569 -1.159 0.123 0.0 -0.3 0.3 -1.43
C 2.928 -2.601 -1.083 -0.1 0.2 -0.1 -1.70
O 1.448 2.608 -1.842 0.3 -0.1 0.1 -0.69
H -5.048 4.491 -2.184 0.0 0.1 -0.1 0.41
H -5.153 2.742 -2.434 -0.1 0.1 0.0 -0.15
H -4.304 3.718 -3.615 0.0 0.0 0.0 0.38
H -2.996 2.316 -1.735 0.1 0.0 0.0 0.21
H -3.333 3.761 -0.760 0.0 -0.1 -0.4 -0.86
H -0.281 4.683 -2.007 0.1 0.0 0.0 0.28
H -1.018 3.694 -0.752 -0.1 0.0 0.0 -0.65
H -1.347 2.006 -3.305 -0.1 0.0 0.1 0.18
H 1.238 3.894 -3.692 -0.1 0.0 0.0 0.27
H -0.256 3.905 -4.349 0.0 0.0 0.1 0.26
H 1.658 0.658 -3.481 0.1 -0.1 0.0 -0.05
H 0.145 -0.176 -3.117 0.0 0.0 0.2 0.27
H -0.702 1.237 -5.273 0.0 0.1 0.0 0.27
H 1.021 1.119 -5.677 -0.1 0.2 0.0 0.26
H 0.077 -0.339 -5.422 -0.1 0.0 0.0 0.40
H -0.339 2.446 0.399 0.0 0.0 0.1 -0.42
H -0.155 -0.441 0.421 0.0 0.0 -0.1 0.29
H 1.089 0.345 1.426 0.0 -0.1 0.1 0.41
H -1.046 1.959 3.251 0.2 0.0 -0.1 0.31
H 1.013 3.969 0.648 0.0 0.0 0.0 0.05
H 2.369 4.165 -0.451 0.0 0.1 0.0 0.46
H 3.069 4.477 1.821 0.0 0.0 0.0 0.43
H 3.914 3.122 1.073 0.0 -0.1 0.1 0.27
H 3.643 1.728 -0.765 0.1 0.0 0.1 0.59
H 2.944 1.027 0.687 0.0 0.1 0.1 0.63
H 3.119 -0.126 -2.031 -0.1 0.0 -0.1 0.61
H 1.531 -0.292 -1.306 0.0 0.0 -0.1 -0.09
H 2.508 -1.426 0.642 0.0 0.1 0.1 0.08
H 5.185 -0.910 -0.745 0.0 0.1 0.0 0.31
H 4.930 -2.106 0.529 0.1 0.0 0.0 0.28
H 4.710 -0.417 0.909 0.0 0.2 -0.1 0.30
H 3.150 -3.489 -0.489 0.1 0.0 0.0 0.25
H 3.584 -2.572 -1.958 0.1 -0.1 0.0 0.38
H 1.909 -2.671 -1.467 0.0 -0.1 0.1 0.40
O 4.406 -3.598 2.548 0.0 0.0 0.0 -0.56
C 5.326 -4.361 2.560 0.0 0.0 0.1 0.60
O 5.203 -5.634 2.115 0.0 0.0 -0.1 -0.26
C 6.411 -6.375 2.347 0.1 0.0 0.1 -0.48
C 7.507 -5.316 2.451 -0.1 0.1 0.0 -0.49
C 6.743 -4.136 3.054 0.1 -0.1 -0.2 -0.53
H 6.282 -6.946 3.269 0.0 0.0 0.0 0.25
H 6.545 -7.066 1.519 0.0 0.0 0.0 0.35
H 8.359 -5.647 3.040 0.0 0.0 0.0 0.32
H 7.863 -5.053 1.455 0.0 0.0 0.0 0.27
H 6.724 -4.171 4.145 0.0 0.0 0.0 0.26
H 7.097 -3.159 2.739 0.0 0.0 0.1 0.30
O 3.635 -7.887 3.937 0.0 0.0 0.0 -0.59
C 2.600 -7.468 3.500 0.1 0.0 -0.1 0.50
O 1.546 -8.288 3.260 0.0 0.0 0.0 -0.37
C 0.470 -7.550 2.650 0.0 0.1 0.0 -0.42
C 0.711 -6.093 3.033 0.1 -0.1 0.0 -0.58
C 2.234 -6.051 3.117 -0.3 0.0 0.1 -0.01
H 0.522 -7.705 1.570 0.0 0.0 0.0 0.25
H -0.468 -7.957 3.020 0.0 0.0 0.0 0.33
H 0.283 -5.391 2.322 0.0 0.0 0.0 0.33
H 0.276 -5.891 4.013 0.0 0.0 0.0 0.28
H 2.700 -5.829 2.157 0.0 0.1 0.0 0.00
H 2.615 -5.347 3.852 0.1 0.0 -0.1 0.27
O -6.470 1.274 -3.832 -0.2 -0.1 -0.1 -0.55
C -7.161 0.855 -2.956 0.0 -0.2 0.0 0.55
O -6.888 1.070 -1.644 0.0 0.0 0.0 -0.29
C -7.814 0.368 -0.807 0.0 0.0 0.0 -0.48
C -9.046 0.135 -1.679 0.1 0.0 -0.1 -0.45
C -8.420 0.007 -3.067 -0.1 0.1 0.2 -0.57
H -7.349 -0.569 -0.492 0.0 0.0 0.0 0.27
H -8.004 0.980 0.071 0.0 0.0 0.0 0.31
H -9.630 -0.728 -1.365 0.0 0.0 0.0 0.32
H -9.693 1.013 -1.645 0.0 0.0 0.0 0.27
H -8.114 -1.017 -3.290 0.0 0.0 0.0 0.26
H -9.045 0.372 -3.877 0.0 0.0 -0.1 0.30
O -5.730 5.662 1.547 0.0 0.0 0.0 -0.62
C -4.692 5.078 1.677 0.0 0.0 0.1 0.52
O -4.504 3.823 1.217 -0.1 0.0 0.2 -0.39
C -3.208 3.327 1.604 0.2 -0.1 0.1 -0.65
C -2.369 4.573 1.869 -0.1 0.1 0.0 0.01
C -3.424 5.560 2.363 0.1 -0.1 -0.2 -0.59
H -3.342 2.707 2.495 0.0 0.0 0.0 0.36
H -2.810 2.710 0.804 -0.1 -0.1 0.0 0.37
H -1.552 4.396 2.566 0.0 0.0 0.0 0.57
H -1.938 4.921 0.929 0.0 0.0 0.0 -0.03
H -3.583 5.491 3.441 0.0 0.0 0.0 0.26
H -3.229 6.596 2.102 -0.1 0.0 0.1 0.31
```
Forces are in eV/Å.